Record 1
Density functional theory data (wB97M-V/def2-TZVPD) for a cluster of 2 separate species, CH7NOS in total at a distorted geometry.

CARTESIAN COORDINATES (ANGSTROEM)
S (-0.971, 3.311, 0.525)
H (-1.627, 2.885, 1.502)
H (-0.572, 2.252, -0.217)
N (0.357, -3.214, -0.949)
C (1.256, -2.174, -0.548)
O (0.510, -1.235, 0.436)
H (0.759, -4.044, -1.429)
H (-0.376, -3.543, -0.261)
H (1.414, -1.500, -1.404)
H (2.204, -2.532, -0.109)
H (-0.384, -1.067, -0.044)

E: -570.41951 hartree
Net charge: 0
Strongest force on any atom: 4.0 eV/A
Frontier orbital gap: 0.375 Ha

natural (NBO) atomic charge list, values in e, 4 entries: number 1, S, carries -0.2864; number 2, H, carries 0.1285; number 3, H, carries 0.1580; number 4, N, carries -0.9077

---

Record 2
Density functional theory data (wB97M-V/def2-TZVPD) for a cluster of 2 separate species, CH7NS2 in total.

CARTESIAN COORDINATES (ANGSTROEM)
N (1.853, 2.739, -0.233)
H (2.746, 2.288, -0.434)
H (1.272, 2.041, 0.236)
H (1.912, 3.500, 0.430)
C (-0.650, 0.540, -1.335)
S (0.309, -0.314, -0.041)
S (-1.052, -1.674, 0.778)
H (-0.441, 1.603, -1.406)
H (-0.413, 0.095, -2.299)
H (-1.699, 0.363, -1.133)
H (-1.396, -0.887, 1.826)

E: -893.41559 hartree
Net charge: 0
Strongest force on any atom: 0.9 eV/A
Frontier orbital gap: 0.356 Ha

natural (NBO) atomic charge list, values in e, 4 entries: number 1, N, carries -1.0887; number 2, H, carries 0.3651; number 3, H, carries 0.3577; number 4, H, carries 0.3625

---

Record 3
Density functional theory data (wB97M-V/def2-TZVPD) for a cluster of 2 separate species, CH7NS2 in total at a distorted geometry.

CARTESIAN COORDINATES (ANGSTROEM)
S (-3.026, 1.841, -0.525)
S (-2.795, 0.366, -2.015)
H (-2.575, 1.027, 0.468)
H (-3.740, 0.919, -2.807)
C (2.041, -1.118, 0.775)
N (1.003, -0.125, 0.358)
H (2.790, -0.428, 1.175)
H (1.491, -1.789, 1.397)
H (2.651, -1.550, -0.145)
H (1.573, 0.689, 0.050)
H (0.588, 0.168, 1.267)

E: -893.36937 hartree
Net charge: 0
Strongest force on any atom: 3.5 eV/A
Frontier orbital gap: 0.325 Ha

natural (NBO) atomic charge list, values in e, 4 entries: number 1, S, carries -0.1485; number 2, S, carries -0.1263; number 3, H, carries 0.1418; number 4, H, carries 0.1323